# 1
The following is a DFT calculation (wB97M-V/def2-TZVPD) of a molecular structure, C10H14F30LiN5O27S10.

The geometry in XYZ format:
```
97
Properties=species:S:1:pos:R:3:forces:R:3:lowdin_charge:R:1
N -3.0927 -4.2764 -4.7856 0.86 2.22 0.91 -0.09
O -2.9522 -1.5939 -5.3702 1.44 -3.92 0.70 -0.26
O 3.3436 -4.7236 2.8346 0.30 -0.25 -1.03 -0.31
F -1.3629 -3.6448 -2.6836 -0.62 -0.08 0.55 0.16
O -2.6186 4.9050 2.9997 0.33 1.46 1.33 -0.32
Li -1.1610 0.1455 3.8532 0.10 0.57 -0.16 0.69
F -5.7290 -5.0158 -5.8487 0.40 -1.15 -0.02 0.12
H -3.0700 1.9966 2.8163 -0.21 0.10 -0.04 0.06
F 2.1075 1.4391 3.7279 0.44 -0.62 0.48 0.14
F -0.6122 6.8867 1.8351 -0.51 0.38 -0.75 0.13
F 6.0526 -8.5880 -1.5972 0.64 0.09 0.04 0.12
H -1.0351 0.4412 -1.9075 0.11 -0.11 0.05 -0.01
N -1.1780 4.2884 -3.1613 1.23 1.10 -2.91 -0.30
F -0.4653 2.2944 -5.8930 0.42 0.38 0.52 0.12
H -0.0831 1.6012 -1.7080 0.07 -0.10 0.04 0.00
O 3.0468 -2.7411 -0.2052 0.50 -0.35 -0.71 -0.07
F -1.7346 8.5580 2.5812 -0.49 -0.09 -0.54 0.12
S -1.0110 4.7827 -4.8116 -1.17 -0.65 0.33 0.70
C -1.8318 7.2925 2.1485 0.20 -0.72 0.53 -0.64
F 4.9405 -6.8449 -2.0395 -1.97 0.87 -1.74 0.19
F 2.3276 2.5087 1.8827 -0.80 -0.83 0.02 0.15
S 5.0050 -7.4458 0.6407 -0.47 -0.65 1.13 0.59
C 1.5123 1.6820 2.5682 1.16 -0.45 -0.76 -0.64
O 0.1693 4.9596 3.2322 -0.15 -0.16 -0.59 -0.34
S -0.5220 -1.8712 1.5749 2.34 -3.48 0.18 0.77
F 0.6741 -6.0401 2.4112 0.21 -0.52 -0.86 0.11
H 1.3859 -2.2550 5.1202 -0.04 -0.03 0.23 0.02
F 1.2414 6.0474 6.5531 0.70 0.03 2.55 0.15
F -2.9507 -1.2014 1.8985 -0.90 1.03 0.30 0.14
O -0.2388 0.6221 5.5015 -0.54 -0.41 -0.02 -0.07
F 0.7237 3.8583 -6.7670 0.09 -0.10 0.91 0.10
N 4.3967 -5.9668 0.7644 -2.07 -1.04 1.97 -0.30
O -0.9646 1.3897 -2.0153 -0.48 -0.28 -0.43 -0.05
F -1.9864 -0.0009 0.2956 -0.91 -1.17 0.36 0.18
F -2.5591 -2.1939 0.0216 0.29 1.97 0.50 0.09
O -0.9348 -3.0902 -5.8985 -2.26 -0.14 1.04 -0.28
H 2.4355 4.8279 1.5758 -0.26 -0.08 0.09 -0.01
H 3.1679 5.8758 0.7649 -0.12 0.09 -0.20 0.03
S -2.1103 -2.7948 -5.0746 1.66 4.32 -0.15 0.80
O -2.0441 -6.1360 -6.1959 -0.94 1.63 0.84 -0.23
F 0.8440 4.9706 0.1460 -0.33 -0.04 0.43 0.13
S -0.2920 5.2353 4.5647 3.76 -2.87 1.18 0.55
O -4.5435 -2.0814 -2.3885 -0.21 -0.38 -0.10 -0.05
C 1.5713 -6.1500 1.4095 2.74 0.57 1.28 -0.61
O 3.3090 5.1825 1.4096 0.54 0.09 0.25 -0.06
O 4.0290 -8.5580 0.6633 1.69 1.26 -0.92 -0.37
O -0.7004 6.4827 -1.9994 0.16 -0.52 0.29 -0.34
O 3.4956 -7.1127 3.0768 0.14 -0.77 -0.41 -0.33
F 1.3870 -5.1258 0.5696 -0.39 -1.19 -0.05 0.12
O -3.0679 -4.1562 -7.3162 -0.07 -0.59 1.60 -0.26
S -3.0004 -5.0379 -6.1534 -1.58 -3.66 -5.08 0.61
C -2.1269 -1.1794 0.8734 1.38 -2.19 -0.82 -0.63
F 0.5314 3.0544 -0.7815 1.17 -0.77 0.36 0.13
S 3.3721 -6.0054 2.1744 -0.37 1.99 -1.01 0.64
N -1.1678 6.5086 4.7675 -2.93 -0.90 -2.20 -0.28
O -0.6691 4.0020 5.3108 0.25 2.03 -0.44 -0.35
H -1.6636 2.5276 2.9950 0.28 0.63 0.03 0.02
O -0.3818 6.1049 -5.0269 -1.11 -2.50 0.16 -0.35
S -0.1411 5.1851 -2.3272 2.44 0.79 1.16 0.60
H -4.7646 -1.4295 -3.0536 0.01 0.23 -0.26 0.03
O 0.3398 -2.3819 0.4520 -3.07 2.03 2.86 -0.30
O 0.7141 0.3455 0.2884 -0.38 0.89 0.02 -0.28
O 6.1117 -7.5502 1.5850 0.03 -0.72 -1.42 -0.35
H -0.8591 1.0740 6.0735 -0.16 0.45 0.18 0.06
C 5.7304 -7.3585 -1.1933 1.42 0.67 3.50 -0.66
S 1.1583 0.0414 1.6154 7.05 0.89 -2.03 0.60
O -0.8690 -2.8818 2.5884 -0.39 2.03 -1.68 -0.29
F 1.1461 3.2014 -4.6732 -0.18 -0.41 -1.20 0.11
H 3.3480 -1.9054 0.1515 -0.10 0.12 0.24 0.00
H 0.9647 -1.9182 3.7057 -0.03 0.10 -0.11 -0.05
N 0.0612 -0.5444 2.4997 -2.81 -2.79 -0.24 -0.40
F 2.3266 4.9334 5.0286 0.40 0.71 0.15 0.16
O -3.6059 6.9444 4.0659 0.39 -0.44 0.03 -0.32
F 1.6729 7.0793 4.7541 0.79 -1.00 -0.11 0.11
C 1.4219 5.8611 5.2890 -3.57 0.00 -2.11 -0.68
F -4.7750 -7.0429 -5.4593 -0.69 1.71 -1.39 0.10
H 0.6192 0.8093 5.8824 0.41 0.05 -0.28 0.07
O -2.1677 1.7145 2.9662 -0.13 -0.86 0.36 -0.08
F -5.0747 -6.2238 -7.5185 0.07 -0.39 0.27 0.16
O -2.2839 4.4524 -5.4835 1.94 0.74 0.93 -0.37
C 0.2032 3.4168 -5.5945 -0.94 1.23 0.73 -0.60
F -2.6811 7.1756 1.0973 0.95 0.41 1.13 0.13
H -4.5297 -1.5908 -1.5668 0.13 0.08 0.24 0.02
S -2.4403 6.2365 3.5945 -0.20 0.85 -0.10 0.69
F 1.5497 -7.3643 0.8390 -1.21 0.91 -0.18 0.10
C -1.2371 -2.4988 -3.3243 -1.66 -0.70 0.23 -0.63
O 2.4344 -0.7323 1.6544 -2.75 2.17 0.68 -0.28
F -1.8495 -1.4861 -2.6788 1.19 -1.15 -0.94 0.14
F -1.1717 4.0711 -0.0124 0.16 0.38 0.53 0.15
C -4.8260 -5.9216 -6.2665 1.99 0.77 1.84 -0.57
F 6.8275 -6.5065 -1.1313 -0.56 -1.52 -0.23 0.06
O 1.5918 -2.4419 4.2043 0.35 -0.16 0.39 -0.04
F 0.3959 2.2882 2.8546 -1.11 0.59 -0.23 0.13
F 0.0226 -2.3363 -3.5374 0.34 1.15 -0.31 0.23
H 2.1259 -2.7932 0.0503 -0.03 0.06 0.20 -0.04
C 0.0185 4.2338 -0.5802 -1.29 1.45 -2.88 -0.66
O 1.2843 5.2046 -2.7735 -2.50 -0.39 0.79 -0.36
```
Forces are in eV/Å.

Its spin multiplicity is 2. The charge is -3. For the HOMO energy (alpha / beta), the calculation gives -3.116 / -3.116 eV.

=====

# 2
The following is a DFT calculation (wB97M-V/def2-TZVPD) of 15 unconnected molecules or ions with the total composition C5H37NO14.

The geometry in XYZ format:
```
57
Properties=species:S:1:pos:R:3:forces:R:3:lowdin_charge:R:1
H 0.5756 -0.4233 4.2451 0.13 0.16 0.17 0.04
H 0.3224 -0.5910 -1.9303 0.21 0.22 -0.01 0.00
H -3.6546 2.8129 0.1337 -0.15 -0.02 0.36 0.03
H -2.2485 1.2958 2.6013 -0.58 -0.54 0.01 0.05
H -2.7799 2.7083 -1.8831 0.45 -0.76 0.00 0.08
H -1.6104 2.2906 -3.1355 0.32 -0.17 0.24 0.09
H 3.5284 -0.0537 2.0363 -0.45 0.06 -0.19 0.06
O 0.1176 0.0141 4.9760 -0.05 -1.03 0.16 -0.07
O -3.1077 2.9291 0.9224 0.33 -0.21 -0.46 -0.06
O 2.3833 -3.1906 -2.5090 1.05 0.28 0.04 -0.07
H -1.3937 -4.7961 -0.4398 0.32 -0.45 -1.18 0.01
H -0.0853 -1.6344 1.5615 -0.05 0.47 0.84 0.06
O -1.8653 -4.0037 -0.2691 -1.50 1.09 2.64 -0.05
H 2.8414 -2.6082 -1.8804 -0.10 -0.05 -0.06 0.02
H 1.5737 -0.2895 -1.0456 -0.15 0.07 -0.55 0.04
H -1.4866 0.1404 -1.3118 -0.05 0.52 -0.74 0.12
O 2.7454 2.8074 -0.4473 -1.39 0.75 -0.92 -0.08
H 0.6028 2.6562 0.2645 -0.26 0.36 -0.17 0.08
H -1.5996 3.7904 -2.1748 0.69 0.23 -0.42 0.08
C -0.4177 -1.0826 0.7043 0.16 -0.65 -1.19 -0.01
H 0.7588 -3.4103 -1.5286 0.16 -0.11 -0.46 0.03
H 2.0232 -2.5799 -3.1614 -0.03 -0.09 0.07 0.04
H 3.5564 2.5054 -0.1042 1.52 -0.45 0.42 0.00
H 1.1563 1.6089 -2.4933 0.64 1.39 0.46 0.05
O 0.7737 2.2791 3.8044 1.17 1.55 -1.12 -0.07
O -1.7609 0.6851 3.1675 0.99 1.38 0.23 -0.05
C -0.8719 0.8400 -0.7566 -1.59 -0.05 0.91 -0.13
C -1.6967 2.7093 -2.1327 -1.33 1.28 -0.10 -0.03
O 2.0015 2.0627 -2.7874 -1.61 -1.18 -0.84 -0.09
O -0.0214 -3.5941 -2.0682 -0.84 0.00 -0.05 -0.08
H -0.7651 -1.9135 -2.9821 0.58 -0.68 -0.19 0.00
H -0.1617 0.9121 1.2729 -0.25 -0.03 0.40 0.09
H 0.0192 -4.5362 -2.2593 0.15 0.13 -0.16 0.07
O -0.7716 -1.1791 -3.5984 -0.83 0.76 -0.27 -0.05
H -0.7800 0.0800 4.6175 0.35 0.44 0.32 0.01
H -2.2118 2.8725 0.5363 -0.19 0.22 0.52 0.00
H 2.0422 -1.8667 0.4700 -0.87 0.38 -0.54 0.04
H 0.0634 3.9965 -0.5400 -0.33 -0.18 -0.47 0.11
H -2.1858 -0.1372 3.3395 -1.25 -0.79 -0.59 0.04
O 3.0943 -0.8329 2.4108 0.49 0.25 -0.02 -0.04
N -0.1844 3.0652 -0.2429 0.63 -0.37 0.97 0.13
H 1.0653 1.8795 4.6213 -0.87 -0.50 0.06 0.01
C -0.5190 0.2365 0.5077 1.67 0.00 0.14 -0.17
O 2.6970 -1.5555 -0.1778 0.46 -1.01 1.30 -0.07
H -0.1135 2.0439 3.5401 -0.14 -0.60 0.73 -0.01
H 2.2602 1.1926 -3.1251 1.20 0.34 -0.32 0.05
H 2.7479 2.7161 -1.4436 -0.06 -0.31 1.16 0.02
H -3.2937 -2.3030 1.2446 0.26 -0.27 0.32 0.01
H 3.4158 -1.7658 0.4448 0.60 0.54 -0.59 0.06
C -0.8523 2.1622 -1.0344 -0.23 -0.71 -0.45 -0.43
O 1.1921 -0.1709 -1.9374 0.61 -0.93 -0.09 -0.10
H 0.0935 -1.0364 -3.9895 0.07 -0.40 0.23 0.04
H -0.5276 -1.7910 -0.1289 -0.47 0.39 0.09 0.04
O -3.7274 -2.0869 2.0831 -0.22 0.45 -0.57 -0.06
H -4.4030 -1.4593 1.7836 0.08 -0.15 0.36 0.04
H 3.6162 -0.9555 3.2052 -0.05 -0.31 0.44 0.05
H -2.1706 -3.4454 -0.9761 0.60 -0.71 -0.88 0.03
```
Forces are in eV/Å.

Its spin multiplicity is 1. For the HOMO energy, the calculation gives -7.712 eV.

=====

# 3
The following is a DFT calculation (wB97M-V/def2-TZVPD) of a gas-phase ion, C22H27N4O5S2 (charge +1).

The geometry in XYZ format:
```
60
Properties=species:S:1:pos:R:3:forces:R:3:lowdin_charge:R:1
H 2.7859 5.4198 -0.6040 -1.56 1.00 0.29 0.10
H 2.1341 -3.7915 -1.3457 -0.11 0.53 -1.99 0.13
H 1.5519 6.6226 2.1734 -1.32 -0.47 -1.17 0.11
C 0.4657 2.5345 0.8256 11.07 -3.45 -14.92 0.09
O 3.6513 -0.5854 -1.1382 3.73 -1.48 -1.45 0.11
C 2.6326 -0.5679 -0.5159 -5.46 4.51 -0.27 -0.45
S -0.4878 -1.1130 -1.2499 -0.67 -1.65 5.08 1.05
C -6.0523 -2.6573 1.5467 -7.98 6.38 5.59 -0.45
H -6.2124 -1.6948 2.3983 0.55 -2.21 -1.06 0.18
C 5.6439 -3.4451 -0.9418 4.42 3.37 6.41 -0.10
C 1.1117 1.1655 0.5106 -0.11 1.41 4.01 0.03
O -5.5368 -2.0500 0.5430 8.38 0.14 -3.94 -0.01
N 1.9970 -1.5201 0.1146 -0.56 -3.68 1.00 0.04
C 1.8670 0.8093 -0.5998 -1.28 -5.33 8.09 -0.20
C 0.4428 -1.6584 0.2798 6.81 2.01 -4.44 -0.52
H 1.7803 4.9214 1.9369 -0.96 0.29 -0.19 0.09
H -6.2469 -4.2037 3.1017 1.18 1.13 -1.28 0.17
N 0.7123 5.7488 0.2211 2.38 1.00 0.86 -0.31
O -0.6272 5.1350 -1.7903 1.79 -1.84 1.31 -0.29
H 5.9705 -4.4108 -0.9119 -0.17 -3.10 -0.86 0.06
H 1.5717 6.3365 -1.6455 0.43 0.18 1.28 0.09
C -1.7162 -1.6883 0.1136 -5.00 1.09 -7.37 -0.37
H 5.5622 -3.2514 0.3076 1.27 -0.25 -2.94 0.17
C 1.8963 6.1826 -0.5752 0.40 -1.02 -0.71 -0.10
H 1.4373 3.5714 -2.5439 0.41 -2.16 2.48 0.18
H -0.1773 2.5044 1.4232 -9.48 0.59 9.51 -0.01
C 1.9042 1.6369 -1.5714 3.93 -1.71 -6.19 -0.19
H -1.7809 -3.6165 2.7724 2.30 -3.99 5.92 0.06
C 1.0161 5.7303 1.7232 4.35 -0.28 -2.80 -0.04
O -4.2342 -3.7960 2.5230 0.13 1.35 -0.20 0.00
H 3.4737 -4.7122 -0.5220 -1.21 1.27 -0.97 0.17
H 4.1721 -4.5314 -3.0854 0.61 3.93 0.47 0.17
H 2.1505 -3.3663 1.0562 1.22 0.03 0.11 0.11
H 0.1048 5.5126 2.0420 -3.68 -0.72 2.67 0.01
H 3.2396 -2.8566 -3.3322 2.09 -0.35 1.10 0.11
C -3.5127 -3.0003 1.6461 6.28 -7.82 11.25 -0.19
H -5.7358 -4.5984 1.2447 0.36 1.13 2.84 0.20
C -2.0498 -3.1029 2.0317 -5.15 4.15 -9.85 0.21
C 0.5296 3.3095 -0.3925 5.22 -7.82 0.57 -0.27
H 5.1667 -2.8196 -3.5552 -1.72 -0.79 1.66 0.12
H -7.1590 -2.6761 1.2599 1.10 -1.03 0.71 0.16
H -3.6550 -1.1455 -1.0279 1.32 -0.66 1.15 0.17
C 3.1039 -3.6792 -0.9286 3.72 -2.33 7.85 -0.13
S -0.3138 4.6198 -0.4443 -8.55 10.44 -0.04 0.64
H 6.5785 -2.8344 -1.3834 -2.73 -0.86 0.93 0.17
C -3.0867 -1.6782 -0.1929 0.57 2.68 -0.92 0.03
H 3.7720 -2.3062 0.9439 -1.18 -2.12 -1.00 0.16
C 2.9153 -2.8919 0.4040 -3.66 3.18 1.12 -0.01
H 2.2818 7.0961 -0.0756 -0.33 -0.46 -0.68 0.09
C 4.2684 -3.2463 -2.9291 -0.41 -2.62 -1.24 0.01
H 2.3519 1.4156 -2.4992 1.01 -1.04 -0.97 0.14
H 4.0532 -1.9821 -1.2856 1.88 0.02 0.71 0.09
C 1.5046 2.8138 -1.6006 -7.25 11.23 1.01 0.03
N 0.0667 -2.3537 1.2096 1.15 -1.59 0.95 0.16
H 1.0722 0.4641 1.4399 0.07 1.12 -1.90 0.15
N 4.3922 -3.0517 -1.2648 -5.15 1.97 -11.17 -0.28
C -5.6030 -3.7786 2.2533 -0.37 -6.61 -2.85 -0.20
O -1.5860 4.7427 0.4043 4.42 -1.99 -1.37 -0.30
C -1.2704 -2.5899 0.9907 0.12 -0.14 5.83 -0.30
C -3.8607 -2.2127 0.7842 -8.59 5.44 -8.05 -0.07
```
Forces are in eV/Å.

Its spin multiplicity is 1. Its SMILES is CN(C)S(=O)(=O)c1ccc(C(=O)N(CC[NH+](C)C)c2nc3cc4c(cc3s2)OCCO4)cc1. The charge is +1. For the HOMO energy, the calculation gives -11.012 eV.

=====

# 4
The following is a DFT calculation (wB97M-V/def2-TZVPD) of a molecular structure, C12H25CuN5O3.

The geometry in XYZ format:
```
46
Properties=species:S:1:pos:R:3:forces:R:3:lowdin_charge:R:1
O 3.1298 -1.7022 -1.8397 4.88 -0.37 -1.50 0.29
H 0.4967 1.1202 0.8985 -0.10 0.01 -0.04 0.11
H 1.6005 1.2092 -1.8537 -0.15 0.07 0.13 0.13
H 3.9103 -1.3295 0.9531 0.01 0.06 0.09 0.16
H -3.0364 1.0105 -1.7432 -0.10 0.09 0.16 0.14
H 0.4040 -1.1337 -2.3690 0.08 -0.05 0.01 0.11
H 4.0378 0.3828 -0.6928 -0.15 -0.41 -0.02 0.16
H -4.9542 -2.2049 -0.7998 0.00 -0.24 -0.31 0.10
H -2.9217 -1.8920 1.4726 -0.29 -0.75 -0.54 0.04
H 0.1518 2.1143 2.3306 0.15 -0.15 -0.05 0.14
N 2.2659 -0.5842 -0.0657 2.85 -0.13 0.46 0.10
H -1.3367 1.1569 -1.3526 -0.04 -0.15 -0.13 0.10
C -0.2025 1.8459 1.3319 0.27 -0.20 0.45 -0.15
C 0.4994 3.0424 -0.5995 1.66 -0.10 2.20 -0.58
Cu -2.2508 -0.9277 2.7926 -0.09 0.26 0.65 0.70
H 0.1429 -1.9960 -0.8732 -0.03 -0.15 -0.15 0.07
C 2.8255 -1.3292 1.0990 -1.20 -0.57 0.45 -0.15
H 3.2297 1.0750 0.6939 0.04 -0.03 0.00 0.14
H 2.3040 3.0540 0.3156 0.11 0.01 -0.14 0.14
H -2.4997 2.6236 0.1081 0.04 -0.01 -0.07 0.13
H -3.6183 1.4153 0.6354 0.04 -0.05 0.04 0.12
H -1.5627 0.1521 1.6990 0.76 0.17 -0.89 0.04
C -3.3799 -1.3220 -0.4357 1.41 0.94 1.06 -0.52
N -4.1468 -1.7885 -1.2641 -1.67 -0.83 -1.42 0.23
C 0.8174 -1.9251 -1.7291 -0.36 0.91 0.73 0.05
O -0.2363 3.0334 0.5603 0.48 -0.21 0.71 0.02
C 2.1703 -1.4484 -1.2872 -5.66 -0.62 0.15 -0.47
H 2.5982 -0.7483 1.9976 0.13 0.24 -0.15 0.14
H -3.9484 -0.5384 1.3849 -0.34 -0.09 -0.14 0.08
H -2.0576 1.6959 2.3838 -0.01 0.13 -0.11 0.13
H -2.0105 -1.0448 -1.7669 0.09 -0.02 0.07 0.11
H 2.3861 -3.1228 2.2510 0.12 -0.03 0.04 0.10
H 0.8664 -2.8342 -2.3185 0.23 -0.09 0.10 0.12
C 2.3781 1.6623 -1.2370 1.06 0.34 -0.68 -0.13
H 1.2005 -2.7415 0.9872 -0.03 -0.20 0.13 0.07
C -2.5815 1.5582 0.3155 -0.10 -0.82 0.00 -0.14
H 2.7965 -3.3910 0.5383 -0.19 -0.32 0.13 0.10
H 3.1529 1.9608 -1.9443 -0.01 -0.09 -0.07 0.14
C -2.2922 0.7846 -0.9755 0.47 0.21 0.18 -0.16
N -2.1564 -0.6961 -0.8221 -0.30 0.15 0.44 0.01
N -3.7092 -1.4439 0.9758 0.34 0.46 0.59 0.11
N 1.8953 2.8842 -0.5987 -0.52 -0.92 1.92 0.10
C 2.2605 -2.7530 1.2397 0.30 0.72 -0.64 -0.03
O -0.0476 3.2365 -1.5891 -2.52 0.49 -4.21 0.22
C 3.0515 0.6306 -0.2876 -1.05 1.20 0.08 -0.10
C -1.6228 1.2488 1.4805 -0.58 1.15 0.31 -0.16
```
Forces are in eV/Å.

Its spin multiplicity is 2. The charge is +2. For the HOMO energy (alpha / beta), the calculation gives -15.969 / -15.961 eV.

=====

# 5
The following is a DFT calculation (wB97M-V/def2-TZVPD) of a molecular structure, C4H7NO.

The geometry in XYZ format:
```
13
Properties=species:S:1:pos:R:3:forces:R:3:lowdin_charge:R:1
C 0.6773 0.5623 -0.8821 0.12 0.25 -0.23 -0.12
H -0.6969 1.8047 0.7336 0.10 0.04 0.30 0.11
H 1.2085 0.0100 -1.6677 -0.23 0.12 0.12 0.12
H 1.8844 -1.1028 1.2356 -0.04 0.08 0.07 0.11
H -1.6970 0.3310 1.0758 0.24 0.14 0.03 0.11
H -0.7688 -0.9483 -1.3141 1.07 -2.06 -0.60 0.09
C -0.4108 -1.2440 -0.2831 -0.94 0.81 0.01 0.06
C 0.4121 -0.1631 0.4310 -0.10 0.16 -0.08 -0.55
O 1.2613 -0.4107 1.4944 0.18 -0.30 -0.16 0.03
N -0.8234 0.4528 -0.9108 -0.28 0.34 0.26 -0.01
H 0.9829 1.6104 -0.8333 0.01 -0.11 0.03 0.12
C -0.8205 0.7318 0.5576 -0.11 0.43 0.53 -0.14
H -1.2090 -1.6342 0.3632 -0.02 0.09 -0.29 0.08
```
Forces are in eV/Å.

Its spin multiplicity is 1. For the HOMO energy, the calculation gives -8.843 eV.

=====

# 6
The following is a DFT calculation (wB97M-V/def2-TZVPD) of 2 unconnected molecules or ions with the total composition C3H5ClS2.

The geometry in XYZ format:
```
11
Properties=species:S:1:pos:R:3:forces:R:3:lowdin_charge:R:1
H 0.1634 0.7541 -1.0158 -0.40 1.99 1.24 -0.02
S -2.1668 -1.7260 0.6861 -0.23 -0.58 0.34 0.64
H -0.2624 -0.3458 2.4601 -0.60 0.77 -0.37 -0.01
H 1.5651 -0.0093 -1.6796 0.75 1.04 -0.51 0.03
C 0.5464 0.2900 -1.8579 1.24 -2.50 1.41 -0.36
H -0.5520 1.5022 2.1177 -0.46 0.50 -0.05 0.00
Cl 1.6218 0.6831 1.7780 1.61 0.52 -0.34 0.56
S -0.2148 -1.2971 -1.5869 -1.33 -1.37 0.47 0.80
C -0.0325 0.5934 1.9387 -0.38 -1.92 0.46 -0.57
H 0.2774 0.6468 -2.7889 -0.31 0.94 -1.71 0.02
C -0.9456 -1.0914 -0.0515 0.13 0.62 -0.94 -1.10
```
Forces are in eV/Å.

Its spin multiplicity is 1. For the HOMO energy (alpha / beta), the calculation gives -7.639 / -8.191 eV.

=====

Looking at maximum force for the records above, in order, we have 7.40; 3.23; 18.89; 5.70; 2.39; 3.13 eV/A.